# 1
{"formula": "C2H9NO2", "method": "the ωB97M-V functional and the def2-TZVPD basis", "relative_energy_kcal_mol": 43.9, "smiles": "NCCO.O", "orbital_gap_ha": 0.3621, "lumo_ha": 0.0185, "symbols": ["C", "O", "C", "N", "H", "H", "H", "H", "H", "H", "H", "H", "H", "O"], "coordinates": [[-1.315, 0.332, -1.073], [-1.863, 0.549, -2.505], [-0.189, 1.104, -0.361], [0.835, 0.302, 0.186], [-1.446, -0.760, -0.956], [-2.136, 0.840, -0.541], [-1.170, 0.375, -3.183], [-0.778, 1.579, 0.497], [0.186, 1.875, -1.067], [0.785, -0.657, 0.540], [1.716, 0.263, -0.497], [2.879, -2.062, 2.758], [1.297, -1.679, 2.759], [2.094, -1.862, 3.378]]}

# 2
{"formula": "C2H9NO2", "method": "the ωB97M-V functional and the def2-TZVPD basis", "relative_energy_kcal_mol": 10.9, "smiles": "NCCO.O", "orbital_gap_ha": 0.3670, "lumo_ha": 0.0231, "symbols": ["C", "O", "C", "N", "H", "H", "H", "H", "H", "H", "H", "H", "H", "O"], "coordinates": [[-0.855, 0.519, 0.053], [-0.199, 1.398, 0.980], [0.077, 0.276, -1.142], [-0.609, -0.077, -2.416], [-1.147, -0.460, 0.450], [-1.807, 0.985, -0.220], [-0.231, 0.920, 1.789], [0.648, 1.176, -1.357], [0.774, -0.500, -0.817], [-0.651, 0.771, -2.967], [-1.569, -0.347, -2.187], [1.788, -2.129, 1.360], [1.024, -2.554, 2.467], [1.460, -1.741, 2.174]]}

# 3
{"formula": "C2H9NO2", "method": "the ωB97M-V functional and the def2-TZVPD basis", "relative_energy_kcal_mol": 19.3, "charge": 1, "orbital_gap_ha": [0.3350, 0.1919], "multiplicity": 2, "lumo_ha": [-0.1572, -0.3003], "s_squared": 0.765, "symbols": ["C", "C", "N", "H", "H", "H", "H", "H", "H", "H", "O", "H", "H", "O"], "coordinates": [[-0.592, 3.259, -0.977], [0.224, 2.951, 0.088], [0.129, 3.105, 1.411], [-1.643, 3.535, -0.942], [-0.190, 3.303, -1.983], [1.232, 2.628, -0.136], [-0.707, 3.533, 1.809], [0.464, 2.469, 2.136], [-1.800, -4.498, -0.213], [-1.306, -5.536, 0.760], [-1.073, -5.123, -0.081], [2.438, -2.980, -0.968], [1.211, -3.768, -0.427], [1.613, -2.878, -0.477]]}